[1]
27
Properties=species:S:1:pos:R:3:lowdin_charge:R:1 method="wB97M-V/def2-TZVPD" homo_energy_ha=-0.489 homo_lumo_gap_ev=9.6699 energy_ev=-15605.50590 total_charge=+1 de_lowest_kcal_mol=27.99 fmax_ev_per_a=4.120
H -2.60 1.25 -1.23 0.13
C 0.92 -2.08 1.24 -0.45
C 0.01 0.51 -1.19 -0.43
C 1.28 -0.16 -1.73 0.00
C 0.26 2.02 -1.03 0.00
H 0.06 0.33 2.59 0.20
H -3.02 -0.46 -1.34 0.13
H 0.81 1.31 1.55 0.21
N 0.52 0.27 1.65 0.12
H 0.76 2.12 -0.15 0.01
H -0.70 2.61 -0.95 0.11
O 1.23 -3.17 1.65 0.14
C -0.34 -0.27 0.51 -0.29
C -2.27 0.23 -0.93 -0.10
H -0.75 -2.27 -0.07 0.20
C 1.58 -0.75 1.71 -0.01
H 2.24 -0.57 0.83 0.14
H 2.17 0.00 -0.98 0.12
H -2.16 0.89 1.22 0.17
N -0.10 -1.66 0.44 0.15
H 1.12 -1.23 -1.70 0.07
O -1.13 0.09 -1.86 -0.08
H 1.43 0.17 -2.75 0.10
C -1.83 0.00 0.55 -0.06
H 1.82 -0.82 2.85 0.19
H -2.34 -0.82 0.91 0.09
H 1.01 2.47 -1.82 0.15

[2]
94
Properties=species:S:1:pos:R:3:lowdin_charge:R:1 method="wB97M-V/def2-TZVPD" homo_energy_ha=-0.351 homo_lumo_gap_ev=2.1652 energy_ev=-486957.05629 total_charge=+1 fmax_ev_per_a=10.878
F -0.65 -2.16 -3.19 -0.29
C -8.73 0.17 3.46 -0.38
H 3.21 -6.60 -1.39 0.12
C 1.48 0.38 3.74 -0.61
S -2.61 -2.22 -0.67 0.49
C 4.63 0.34 -5.82 -0.07
Br 2.71 -1.08 4.24 0.59
H 0.41 1.95 4.68 0.05
H 7.05 2.08 -9.87 0.08
H 3.52 1.76 7.09 -0.08
H -8.06 3.57 3.30 0.13
H 7.79 2.51 -7.04 0.08
Br -0.51 -0.10 5.72 0.63
H 4.13 -1.69 -5.32 0.10
Si 0.83 -1.97 -0.16 0.47
H -1.60 -1.93 3.17 -0.08
H -4.37 8.58 5.13 0.05
H 6.63 4.35 -7.86 0.11
H -2.70 8.30 5.66 0.05
C 2.23 -4.67 0.99 -0.29
H 5.55 0.10 -6.33 0.10
H -2.55 5.24 5.12 0.06
H 3.74 -3.26 1.58 -0.33
C -7.32 -0.31 3.53 0.02
Br -1.22 3.27 2.13 0.67
H 0.28 -3.20 -0.72 0.02
C -8.95 1.64 3.37 0.02
H 0.80 -0.90 -1.17 0.03
H 2.00 -1.03 -4.18 0.09
C 0.89 1.01 4.96 -0.68
C -7.92 2.49 3.36 0.03
Si -0.90 -2.60 2.08 0.41
C -6.31 0.54 3.52 0.01
P -2.41 -3.48 0.71 -0.02
O -1.97 -4.95 0.26 -0.24
O 2.49 -2.32 0.18 -0.50
H -7.19 -1.38 3.59 0.12
O -5.58 2.77 3.42 0.10
Br -2.61 0.42 2.39 0.62
C 1.90 -7.36 0.01 -0.06
F -2.53 -0.93 -2.98 -0.33
S -3.28 7.04 3.72 0.80
O 6.85 2.40 -7.20 -0.11
F -1.38 -2.40 -5.19 -0.20
C -2.45 2.02 1.32 -1.56
C 3.84 -0.65 -5.26 -0.10
H 1.69 -5.78 -1.40 0.13
C -6.52 2.01 3.43 -0.38
C 2.62 -3.22 1.29 -0.53
H 8.29 3.21 -9.36 0.07
H -3.97 7.08 6.00 0.06
H -2.68 -5.56 0.46 0.08
H 1.63 1.20 5.74 0.01
F -0.58 0.08 -3.29 -0.28
H -1.22 6.38 4.74 0.06
C 4.22 1.66 -5.71 -0.15
H 2.09 1.10 3.20 0.07
H 0.74 -0.05 3.08 0.02
H -0.09 -3.70 2.66 -0.02
H 1.43 1.41 -4.09 0.09
C 6.46 3.33 -8.22 -0.31
P -1.42 -1.05 -4.22 0.43
H 1.03 -7.10 0.56 0.07
F -0.56 -0.31 -5.42 -0.19
C -2.09 5.85 4.34 -0.30
H -1.78 5.22 3.51 -0.08
O -4.49 6.28 3.34 -0.55
H -5.28 0.23 3.57 0.06
H 4.81 2.45 -6.13 0.08
O -9.66 -0.60 3.48 0.11
N 3.10 2.03 -5.09 0.07
O 3.33 2.26 6.28 -0.32
C 2.44 -6.23 -0.77 -0.22
Br -1.97 1.58 -0.48 0.65
H 1.19 -4.79 0.79 0.10
Cs 4.55 -3.51 3.00 1.33
C 2.66 -0.28 -4.62 -0.08
C 7.22 3.10 -9.51 -0.09
H 2.62 -7.72 0.71 0.09
H -3.42 2.49 1.30 -0.02
C 2.33 1.08 -4.56 -0.15
H 6.90 3.80 -10.28 0.08
H 2.41 -5.27 1.91 0.13
C -3.61 7.83 5.29 -0.27
O 0.10 -1.57 1.23 -0.43
H 5.39 3.20 -8.37 0.11
H 1.62 -8.12 -0.67 0.09
O -3.75 -3.75 1.53 -0.22
H -3.59 -4.41 2.22 0.08
F -2.76 -0.62 -5.07 -0.19
H 2.09 -2.89 2.19 0.02
H -9.98 1.97 3.32 0.12
Ca 4.22 -0.87 -0.06 1.58
O 3.05 -5.20 0.03 -0.13

[3]
13
Properties=species:S:1:pos:R:3:lowdin_charge:R:1 method="wB97M-V/def2-TZVPD" homo_energy_ha=-0.075 homo_lumo_gap_ev=6.2957 energy_ev=-6776.62133 total_charge=-1 de_lowest_kcal_mol=31.61 fmax_ev_per_a=3.842
H -0.93 1.60 0.86 0.06
H -0.18 -1.90 1.00 0.07
H 1.00 0.16 0.97 0.10
C -1.19 0.52 0.82 -0.50
O -1.36 0.09 2.12 -0.40
H 0.85 -1.66 -0.55 0.06
H -1.89 0.30 0.01 0.07
H 0.20 1.30 -1.70 0.06
H 1.79 0.71 -0.85 0.04
H 0.69 -0.30 -1.88 0.05
N 0.03 -1.40 0.10 -0.05
C 0.77 0.54 -1.14 -0.09
C 0.19 0.03 0.24 -0.49

[4]
9
Properties=species:S:1:pos:R:3:lowdin_charge:R:1 method="wB97M-V/def2-TZVPD" homo_energy_ha="-0.358 / -0.360" homo_lumo_gap_ev="9.3750 / 9.2785" energy_ev=-10951.13780 total_charge=0 de_lowest_kcal_mol=60.07 fmax_ev_per_a=1.783
N 1.25 -1.39 -0.36 0.04
H -1.81 1.76 -0.23 -0.07
H -1.39 -0.69 0.97 -0.07
H -0.69 1.43 1.78 -0.13
Si -0.96 0.74 0.55 0.47
H 0.48 -2.04 -0.21 -0.03
H 1.62 -1.54 -1.32 0.00
N 0.31 0.60 -0.67 -0.19
H 1.19 1.14 -0.51 0.00

[5]
7
Properties=species:S:1:pos:R:3:lowdin_charge:R:1 method="wB97M-V/def2-TZVPD" homo_energy_ha="-0.348 / -0.347" homo_lumo_gap_ev="7.3259 / 7.3153" energy_ev=-25717.09997 total_charge=0 de_lowest_kcal_mol=48.69 fmax_ev_per_a=7.427
H 0.70 -0.67 0.42 0.07
S -1.09 1.65 -0.07 0.56
S -2.42 -0.52 1.38 0.63
H -3.14 0.60 -0.32 0.04
C 0.57 -0.84 -0.68 -0.22
N -2.30 0.60 0.30 -1.13
N 0.55 -1.32 -1.68 0.06

[6]
8
Properties=species:S:1:pos:R:3:lowdin_charge:R:1 method="wB97M-V/def2-TZVPD" homo_energy_ha=-0.351 homo_lumo_gap_ev=8.3979 energy_ev=-225932.68974 total_charge=0 de_lowest_kcal_mol=40.37 fmax_ev_per_a=3.561
H -1.22 -0.21 -0.08 -0.15
Br -4.11 -2.42 0.60 0.01
Si -0.12 0.77 -0.26 0.16
H 1.11 0.41 0.30 -0.13
Br -1.09 2.25 0.98 0.25
Br -4.12 0.53 -1.19 0.08
Si -3.88 -0.12 0.95 -0.09
H 0.25 0.76 -1.55 -0.14